A molecular structure, C48H58Cl2GeN2SSeSi4TeTi at a distorted geometry. Source: the Open Molecules 2025 dataset; level of theory: the ωB97M-V functional and the def2-TZVPD basis.

Summary:
Kohn-Sham gap (alpha / beta): 5.4 / 5.1 eV
Energy above the lowest of the compared OMol25 structures with the same formula, charge and spin: 216.9 kJ/mol
E: -273353.095 eV
2S+1: 2
Charge: +1

XYZ file:
```
119
Properties=species:S:1:pos:R:3:forces:R:3
Ti -0.772773 -1.705461 -0.914827 0.162 -1.406 -1.679
Cl -2.832086 -3.010457 -1.914923 0.031 0.928 -0.341
C -3.874504 -1.593824 -2.294579 0.854 -0.367 0.589
C -5.019520 -1.849882 -3.003125 -1.859 0.534 -0.374
C -6.022513 -0.835374 -3.096263 1.942 -0.230 0.130
C -5.664524 0.459297 -2.693784 -0.584 0.899 0.486
C -4.455857 0.698519 -2.027150 1.149 -1.698 0.133
Cl -4.031565 2.248779 -1.398544 -0.476 0.144 -0.277
C -3.507500 -0.380265 -1.736054 -1.853 1.993 0.371
S -2.267404 -0.022444 -0.472437 -1.283 -0.955 -0.851
H -5.171707 -2.835192 -3.454259 -0.069 0.338 0.394
H -7.017072 -1.048446 -3.464783 0.210 0.007 -0.291
H -6.371732 1.333069 -2.807519 0.859 -1.218 0.122
N -1.707783 -3.072541 0.953250 0.402 0.407 0.480
C -1.201513 -2.362952 2.126837 -1.141 -0.533 -0.638
C -1.860057 -2.260439 3.358809 1.073 0.069 -1.344
C -1.283628 -1.435788 4.353899 0.954 0.223 -1.158
C -0.044378 -0.788444 4.147227 -1.622 -0.967 0.211
C 0.577931 -0.888788 2.876681 0.609 0.139 0.269
C 1.861407 -0.318351 2.583446 -1.101 0.034 -0.861
C 2.484952 -0.386345 1.339350 -0.285 -1.042 1.732
C 1.773787 -1.070086 0.363555 -1.357 -0.463 -0.330
N 0.499355 -1.520195 0.583945 1.584 -0.674 0.461
C -0.062096 -1.618404 1.851888 1.566 1.380 0.362
H -2.696872 -3.240442 1.091691 -0.123 0.006 -0.425
H -1.264498 -3.979660 0.765399 0.014 0.175 0.365
H -2.802180 -2.807766 3.496766 0.491 0.330 0.143
H -1.884206 -1.332204 5.227193 0.172 0.257 0.838
H 0.398238 -0.233835 4.968242 0.058 0.045 -0.248
H 2.306142 0.242231 3.360848 0.643 0.371 0.815
H 3.542265 -0.131230 1.301457 -0.400 0.222 -0.598
H 2.165411 -1.325543 -0.629274 -0.106 0.473 0.263
C 0.255136 -4.697076 -6.906555 -0.487 -0.488 1.373
C -0.770092 -3.942700 -6.245070 0.888 -0.083 -3.084
C -0.692206 -3.779972 -4.903606 -1.417 0.924 1.775
C 0.161380 -4.542141 -4.127797 0.808 0.361 1.213
C 1.041630 -5.462078 -4.712735 -0.328 -0.244 -0.055
C 1.119995 -5.505091 -6.108122 -1.199 1.856 -0.287
Ge 0.358480 -4.156678 -2.165404 0.810 -0.721 0.111
C -0.128422 -5.970758 -1.430680 -0.786 0.002 -0.033
C -0.667826 -6.999292 -2.208721 -0.163 -0.089 -0.710
C -0.957586 -8.280777 -1.706064 -0.360 0.662 -0.519
C -0.922686 -8.464540 -0.328768 0.825 -0.223 0.739
C -0.448214 -7.446237 0.515547 0.163 0.532 -0.128
C -0.033818 -6.255788 -0.075292 0.222 0.488 0.831
C 2.403406 -4.203219 -1.844957 0.379 1.574 -1.233
C 3.274635 -3.443638 -2.698782 -0.764 -0.273 -0.423
C 4.678322 -3.567677 -2.630327 -1.454 1.614 -0.898
C 5.234262 -4.310825 -1.649991 1.672 -2.178 2.446
C 4.423994 -4.999698 -0.706980 -1.216 1.413 -1.559
C 3.020689 -4.929171 -0.828086 0.172 -0.124 0.422
H 0.356686 -4.713214 -8.000151 -0.196 0.005 0.586
H -1.538100 -3.393445 -6.839040 0.815 -0.464 0.478
H -1.391531 -3.042429 -4.402795 0.907 -0.936 -0.622
H 1.617102 -6.182715 -4.092417 -0.178 0.847 -0.471
H 1.917387 -6.003557 -6.590008 0.542 -0.856 -0.395
H -0.909514 -6.814778 -3.261398 0.401 -0.086 0.279
H -1.260000 -9.042061 -2.465335 0.150 0.496 1.146
H -1.115806 -9.414478 0.141985 -0.332 -0.270 -0.195
H -0.335406 -7.485247 1.625812 -0.315 -0.563 -1.126
H 0.408447 -5.494796 0.573948 -0.133 -0.097 0.084
H 2.871566 -2.764652 -3.503978 0.239 -0.869 0.950
H 5.270286 -2.934737 -3.298867 -0.063 -0.466 0.150
H 6.350245 -4.449775 -1.515439 -1.406 0.459 -0.402
H 4.830853 -5.490765 0.133492 0.599 -0.631 0.596
H 2.358162 -5.413373 -0.098053 0.667 -0.072 -0.279
C -3.850181 4.915582 2.417277 -0.062 1.107 0.677
Si -2.557488 4.660591 3.864365 -1.627 -0.638 -0.381
C -3.085269 2.901000 4.484331 0.412 1.088 0.911
C -2.910645 5.802268 5.323674 -0.910 -0.050 0.615
Si -0.462807 5.094827 2.930266 0.062 -1.791 -0.369
Te -0.448086 3.320077 1.111925 0.044 -0.321 0.119
Si 1.487451 4.129638 3.885525 -0.382 -0.214 0.926
C 2.150420 5.667621 4.736401 0.026 0.977 1.157
C 2.902764 3.277656 2.878817 0.058 1.111 -0.048
C 0.753169 2.866938 5.129338 1.212 -0.582 0.100
Si -0.043307 6.870293 1.596961 -0.449 1.381 -1.655
C -0.779494 8.553947 2.123421 -0.434 1.014 0.233
C 1.808446 7.102504 1.426431 -0.818 2.293 -1.782
C -0.777858 6.557005 -0.209425 -0.754 1.012 1.447
H -4.856271 4.963747 2.920826 0.797 -0.205 -0.499
H -3.856318 4.116018 1.656379 0.114 0.254 0.439
H -3.730392 5.904635 1.904281 -0.025 -0.783 0.289
H -3.872259 2.493687 3.884063 -0.464 -0.086 -0.613
H -3.515390 3.035825 5.506552 0.492 -0.178 -0.609
H -2.296012 2.170678 4.509979 0.388 -0.330 0.166
H -3.894715 5.470517 5.782275 1.101 0.258 -0.396
H -3.088817 6.849216 5.031096 0.375 -0.250 0.106
H -2.126290 5.743422 6.117841 -0.586 0.124 -0.627
H 3.198908 5.709211 4.446979 0.276 0.267 0.174
H 2.108213 5.675677 5.879327 0.009 -0.153 -1.522
H 1.686716 6.636284 4.378997 0.412 -1.147 0.379
H 3.794539 2.853509 3.410764 -0.986 0.469 -0.057
H 3.283089 4.052043 2.168865 -0.177 -0.617 0.383
H 2.433439 2.507904 2.285271 -0.001 -0.389 -0.351
H 0.330383 3.330373 6.035568 0.332 -0.106 -0.282
H 1.606653 2.169426 5.401381 -0.887 0.745 0.111
H -0.022264 2.225442 4.709707 -0.042 0.137 -0.249
H -0.148868 9.124996 2.878647 -0.703 -0.632 -1.027
H -1.804165 8.501930 2.548791 0.566 -0.407 0.132
H -1.013623 9.205712 1.227459 0.889 -0.599 0.778
H 1.768137 7.771236 0.475907 0.351 -0.906 1.308
H 2.461501 6.313747 1.179522 0.493 -1.292 -0.287
H 2.301937 7.719116 2.161194 -0.059 0.169 0.502
H -1.439985 5.695828 -0.140356 -0.399 0.162 -0.113
H -0.021564 6.250712 -0.901953 0.581 0.129 -0.489
H -1.355602 7.474076 -0.561302 0.829 -1.212 0.330
Se -0.143801 -0.322821 -2.859645 0.423 0.399 0.136
C 1.596408 0.198155 -3.613201 -0.112 -0.824 -0.452
C 1.961357 -0.390697 -4.866314 -0.763 0.339 1.733
C 3.241423 -0.194627 -5.302998 0.907 0.312 -0.416
C 4.146749 0.613855 -4.549447 0.556 -0.614 -1.121
C 3.710872 1.348782 -3.473283 -0.898 -0.565 0.373
C 2.406473 1.127277 -2.966788 -0.279 -0.069 0.498
H 1.223514 -1.025833 -5.365919 0.461 0.192 0.010
H 3.517022 -0.654618 -6.267302 0.215 0.257 0.725
H 5.230931 0.630318 -4.815023 -1.139 0.207 -0.038
H 4.379137 2.026966 -2.973266 0.115 0.116 0.165
H 2.036791 1.628168 -2.032451 0.480 -0.481 -1.054
```
Positions in Å, forces in eV/Å.

2 unconnected molecules or ions with the total composition CH3FS2 at a distorted geometry. Source: the Open Molecules 2025 dataset; level of theory: the ωB97M-V functional and the def2-TZVPD basis.

Summary:
Kohn-Sham gap (alpha / beta): 8.5 / 6.8 eV
Energy above the lowest of the compared OMol25 structures with the same formula, charge and spin: 252.9 kJ/mol
E: -25470.370 eV

XYZ file:
```
7
Properties=species:S:1:pos:R:3:forces:R:3
C 0.141887 0.717908 -0.600452 -0.792 -1.209 0.381
F -0.107112 -0.472647 -1.265158 0.159 1.941 0.603
S 1.840495 1.038536 -0.297929 -1.200 1.555 -0.070
S -1.338888 -0.184733 1.727513 0.509 -0.427 -1.809
H -0.600637 1.570327 -0.753558 1.246 -1.459 0.063
H 2.324541 -0.165197 -0.403736 -0.013 -1.215 -0.086
H -1.523163 -1.176735 0.767471 0.091 0.814 0.917
```
Positions in Å, forces in eV/Å.

A molecular structure, C46H69FN10O6PS at a distorted geometry. Source: the Open Molecules 2025 dataset; level of theory: the ωB97M-V functional and the def2-TZVPD basis.

Summary:
Kohn-Sham gap: 4.8 eV
E: -98837.572 eV
Charge: -1

XYZ file:
```
134
Properties=species:S:1:pos:R:3:forces:R:3
C -5.717610 -1.498967 -0.127459 -1.049 0.259 -0.451
P -4.029776 -0.857676 -0.607442 0.495 0.691 2.205
C -4.073953 0.507649 -1.895098 -0.340 -0.143 -0.289
C -2.738877 -2.178040 -0.957330 1.527 -0.664 -0.610
C -2.725756 -3.423207 0.025824 -0.608 -0.066 0.395
C -3.967908 -4.414922 -0.085970 0.546 0.220 -0.481
S -4.458055 -5.057156 1.604827 -0.083 0.857 0.405
C -4.789050 -3.658672 2.690985 -2.368 3.976 2.179
N -6.003233 -3.122343 3.117546 2.479 -1.497 -1.222
N -5.775807 -2.049523 3.899724 2.403 1.268 1.014
C -4.417237 -1.808045 4.042981 -4.258 -3.568 -2.628
O -3.857472 -2.816154 3.292257 2.315 -0.127 -0.165
N -2.646249 -2.681679 -2.361048 -1.428 -0.709 0.518
C -3.921399 -2.929544 -3.049995 0.133 -0.352 -1.759
C -3.980192 -2.021642 -4.379405 -0.364 -1.266 0.226
C -5.350770 -2.168957 -5.142330 1.102 0.625 -1.157
F -6.482956 -1.705444 -4.415295 1.153 -0.625 -0.460
C -1.316590 -1.391379 -0.698826 -0.201 1.278 -1.025
C -0.420251 -1.296697 -2.027167 0.744 1.150 1.074
C 0.768471 -0.298161 -1.632447 -0.231 0.168 -0.401
O 1.873564 -0.656562 -1.286843 -1.370 0.503 -0.608
C 0.395953 1.244344 -1.777928 -0.920 3.407 -0.579
C 0.088711 2.125399 -0.603282 0.086 0.199 -1.478
C -0.247350 3.570868 -0.697423 0.429 -1.370 -2.357
C -0.337135 4.224693 -2.034883 0.781 -3.363 0.693
C -0.077434 3.361230 -3.235466 0.180 -0.661 2.054
C 0.303043 1.909427 -3.134331 -0.714 1.212 2.505
O -0.551869 -1.938483 0.377128 -0.737 0.771 0.339
C -0.709121 -1.203708 1.571523 0.964 0.963 0.424
O -0.878265 -2.228444 2.640957 -1.203 1.383 2.435
C -1.122028 -1.577824 3.818845 2.050 -0.166 -1.775
N -1.013140 -0.874150 4.745648 -1.093 -1.308 -0.874
C 0.636940 -0.409575 1.964765 3.723 2.923 1.869
O 1.738819 -0.932524 1.666287 -2.197 -0.627 -0.358
O 0.618515 0.779216 2.640795 1.220 -10.041 -5.347
H -6.440484 -0.619024 -0.202564 0.999 -0.958 0.025
H -5.711320 -1.767991 0.974755 0.099 0.078 -1.514
H -6.160723 -2.312703 -0.769475 0.337 0.680 0.782
H -4.287259 1.474362 -1.336912 0.271 -1.282 -0.678
H -3.039568 0.587611 -2.348519 -1.216 -0.079 0.365
H -4.878670 0.331068 -2.664113 0.996 0.324 0.501
H -2.665681 -3.110019 1.116248 0.276 -0.270 -1.521
H -1.812687 -4.041549 -0.256179 -0.933 1.019 0.650
H -4.848444 -4.031116 -0.664021 0.788 -0.227 0.886
H -3.624634 -5.354449 -0.633219 -0.587 0.959 0.917
H -3.872753 -0.998434 4.591652 -0.345 -1.247 -0.830
H -2.101508 -3.564852 -2.394526 -0.475 1.323 0.320
H -3.886521 -4.001744 -3.452302 -0.287 1.156 0.519
H -4.862901 -2.860348 -2.442981 0.966 0.274 -0.451
H -3.650393 -0.962337 -4.200262 -0.660 -1.009 -0.022
H -3.192793 -2.480852 -5.066693 -0.961 0.683 0.692
H -5.510024 -3.231102 -5.517183 -0.088 1.149 0.926
H -5.267728 -1.534558 -6.085230 -0.369 -0.635 1.149
H -1.517759 -0.297814 -0.434815 -0.094 -1.334 -0.350
H -0.019574 -2.291869 -2.341002 -0.370 1.162 0.317
H -0.974151 -0.753581 -2.858249 0.426 -0.993 1.076
H 0.117073 1.652652 0.417246 0.115 0.647 -0.927
H -0.427943 4.146211 0.256662 0.234 -0.780 -1.286
H -0.591542 5.318756 -2.086122 0.309 -1.372 -0.204
H -0.180087 3.856752 -4.239595 0.233 -0.792 1.063
H 0.497891 1.290644 -4.052435 -0.193 0.904 0.986
H -1.632878 -0.559845 1.621679 0.862 -0.583 -0.407
C 0.005590 -3.198090 7.180449 -0.097 0.092 -0.001
C 1.370347 -2.794495 7.722809 -0.281 0.099 -0.265
C 1.977703 -3.836899 8.665101 0.249 0.271 -0.145
C 1.186859 -4.013693 9.885374 0.024 -0.170 0.004
N 0.559894 -4.155718 10.837757 0.062 0.048 -0.073
H -0.730280 -3.300155 7.982473 0.058 -0.051 0.003
H -0.362113 -2.438488 6.488132 0.043 -0.107 0.063
H 0.062618 -4.148545 6.643046 -0.008 0.019 0.018
H 1.284372 -1.831124 8.233286 0.095 -0.088 0.020
H 2.051168 -2.648392 6.879765 0.043 -0.014 0.134
H 2.987374 -3.520424 8.941822 -0.077 -0.104 0.139
H 2.077071 -4.794754 8.147382 -0.111 -0.009 0.130
C -0.325256 -8.094945 -2.935793 -0.031 0.008 0.077
C -1.353195 -7.549151 -3.919920 0.063 -0.300 0.253
C -0.876756 -6.293029 -4.652505 -0.295 -0.186 -0.196
C -0.669417 -5.166135 -3.742157 0.214 0.031 -0.119
N -0.499160 -4.285689 -3.022820 0.360 -0.925 -0.324
H -0.114479 -7.378434 -2.138470 0.025 -0.014 -0.062
H -0.698976 -9.008419 -2.469084 0.057 0.046 -0.016
H 0.613930 -8.332353 -3.441356 -0.023 0.018 0.039
H -2.287065 -7.343238 -3.388563 0.030 0.066 -0.112
H -1.572619 -8.322730 -4.661278 -0.035 0.156 -0.048
H -1.624398 -6.011509 -5.399448 0.093 0.150 0.061
H 0.048244 -6.504841 -5.195368 0.026 0.133 0.124
C -1.560184 5.709897 3.910771 -0.086 0.027 -0.112
C -2.331842 4.665416 4.707901 0.004 0.289 -0.076
C -1.436877 3.568101 5.284582 -0.281 -0.343 0.212
C -0.794044 2.768998 4.233777 0.273 -0.603 0.095
N -0.284853 2.129757 3.398955 -4.023 7.683 2.790
H -1.073855 5.267282 3.038802 0.026 -0.023 0.100
H -2.238413 6.488340 3.552496 0.072 0.005 0.012
H -0.793364 6.186008 4.527403 -0.002 -0.022 -0.040
H -3.104444 4.224405 4.071136 0.074 -0.073 0.082
H -2.847317 5.166684 5.534032 0.002 -0.106 0.009
H -2.044557 2.908576 5.914173 0.107 0.006 0.000
H -0.674723 4.010232 5.933361 0.025 -0.037 -0.085
C 7.209834 -0.250281 -2.807389 0.088 0.115 -0.085
C 6.012900 -0.369358 -1.873664 0.380 0.098 -0.074
C 4.828257 -1.113314 -2.490453 -0.050 0.000 0.467
C 4.263489 -0.404750 -3.640756 -0.078 -0.143 -0.036
N 3.829216 0.149862 -4.549446 0.062 -0.031 0.068
H 6.965128 0.329862 -3.701350 -0.054 -0.088 -0.010
H 8.030120 0.256103 -2.298599 -0.050 -0.085 -0.056
H 7.562881 -1.235933 -3.123881 -0.034 0.015 -0.025
H 5.702996 0.631212 -1.559656 -0.089 -0.120 0.028
H 6.327174 -0.903638 -0.973170 -0.157 0.044 -0.020
H 4.050908 -1.229672 -1.730178 -0.123 0.060 -0.214
H 5.132819 -2.120204 -2.790101 -0.029 0.096 -0.160
C 0.356911 8.570690 -4.180860 -0.055 0.052 0.008
C 1.758360 8.942035 -3.711021 -0.260 0.116 -0.221
C 2.372094 7.902706 -2.771241 0.247 0.193 -0.172
C 1.630240 7.783697 -1.514830 0.016 -0.189 0.022
N 1.039852 7.686521 -0.534345 0.016 0.100 -0.102
H -0.343224 8.512707 -3.344182 0.054 -0.043 -0.023
H -0.019581 9.324454 -4.875638 -0.008 -0.067 0.021
H 0.358555 7.606439 -4.695045 -0.019 0.028 0.035
H 1.727269 9.919901 -3.221713 0.085 -0.091 0.031
H 2.405008 9.044826 -4.587271 0.068 -0.034 0.131
H 3.402979 8.190350 -2.547244 -0.076 -0.098 0.130
H 2.416190 6.929525 -3.267942 -0.097 -0.017 0.156
C 7.129318 4.709257 0.292994 -0.006 -0.008 -0.062
C 6.332493 3.698294 1.109003 -0.073 0.316 -0.221
C 7.204914 2.606171 1.731338 -0.369 0.039 0.169
C 7.850847 1.767521 0.719577 0.123 -0.033 0.104
N 8.360483 1.113630 -0.075822 0.012 0.153 0.176
H 7.622363 4.235938 -0.559672 0.012 0.005 0.058
H 6.466330 5.484391 -0.096720 0.059 -0.024 0.021
H 7.893638 5.193715 0.906532 -0.005 -0.005 -0.040
H 5.563487 3.249072 0.474845 0.039 -0.062 0.142
H 5.813019 4.228637 1.911556 0.009 -0.178 0.011
H 6.580738 1.973777 2.368677 0.113 -0.091 -0.101
H 7.963535 3.056191 2.377681 0.081 -0.090 -0.132
```
Positions in Å, forces in eV/Å.

Which value of E does entry 1 give?
-273353.095 eV

E of number 3 (C46H69FN10O6PS)?
-98837.572 eV